Record 1
{"formula": "C6H6Cl2DyIrN2O3S", "method": "ωB97M-V with the def2-TZVPD basis set", "species": ["Dy", "Ir", "Cl", "Cl", "C", "C", "C", "O", "O", "O", "S", "C", "N", "C", "C", "N", "H", "H", "H", "H", "H", "H"], "xyz": [[-5.21, -0.51, -2.46], [-0.83, 0.08, 0.09], [-3.64, -0.39, -4.36], [-3.03, -0.66, -0.69], [-0.53, 1.59, 1.04], [-6.73, -0.48, -4.36], [-7.84, 0.34, -2.23], [0.02, 2.56, 1.50], [-7.73, -0.23, -4.87], [-8.87, 0.58, -2.64], [1.18, -0.52, -0.12], [2.53, -0.24, 0.93], [2.83, -1.01, 1.95], [4.18, -0.75, 2.47], [4.65, 0.44, 1.67], [3.50, 0.66, 0.76], [2.31, -1.88, 2.14], [4.88, -1.56, 2.25], [4.24, -0.63, 3.56], [5.53, 0.18, 1.11], [4.96, 1.24, 2.35], [3.62, 1.20, -0.10]], "spin_multiplicity": 10, "relative_energy_ev": 0.796, "homo_lumo_gap_ev": [7.06, 4.87], "total_charge": 4, "homo_ha": [-0.8218, -0.8367], "e_lumo_ev": [-15.30, -17.90]}

Record 2
{"formula": "C6H6ClF", "method": "ωB97M-V with the def2-TZVPD basis set", "species": ["C", "C", "C", "C", "C", "C", "H", "H", "H", "H", "H", "H", "F", "Cl"], "xyz": [[1.18, 0.30, 0.10], [0.07, 0.13, 1.03], [-0.81, 1.00, 0.09], [0.01, 0.24, -0.95], [-0.64, -1.13, -0.78], [-0.59, -1.25, 0.58], [0.28, 0.13, 2.11], [-1.94, 0.95, -0.01], [-0.56, 2.13, 0.11], [0.36, 0.71, -1.94], [-0.94, -1.98, -1.39], [-0.87, -2.03, 1.13], [1.84, 1.63, -0.07], [2.62, -0.83, -0.02]], "relative_energy_ev": 2.314, "homo_lumo_gap_ev": 10.55, "homo_ha": -0.3514, "e_lumo_ev": 0.98}

Record 3
{"formula": "C6H6ClIN", "method": "ωB97M-V with the def2-TZVPD basis set", "species": ["Cl", "C", "C", "C", "C", "C", "N", "C", "I", "H", "H", "H", "H", "H", "H"], "xyz": [[-2.19, 0.69, -1.09], [-0.31, 0.45, -1.02], [-0.26, -1.02, -1.31], [-0.37, -1.86, -0.28], [-0.29, -1.33, 1.04], [-0.05, -0.04, 1.33], [0.26, 0.88, 0.30], [1.13, 1.82, 0.51], [1.89, 3.17, -0.83], [-0.10, 1.07, -1.81], [-0.36, -1.21, -2.29], [-0.43, -2.92, -0.47], [-0.43, -1.99, 1.99], [0.10, 0.47, 2.29], [1.41, 1.82, 1.64]], "relative_energy_ev": 0.000, "homo_lumo_gap_ev": 7.61, "total_charge": 1, "smiles": "Cl[C@@H]1C=CC=C/[N+]1=C/I", "homo_ha": -0.4859, "e_lumo_ev": -5.61}

Record 4
{"formula": "C6H6ClINP", "method": "ωB97M-V with the def2-TZVPD basis set", "species": ["C", "C", "C", "C", "C", "C", "N", "P", "Cl", "I", "H", "H", "H", "H", "H", "H"], "xyz": [[0.19, 1.08, 1.14], [0.88, 1.53, -0.03], [-0.25, -0.23, 1.28], [1.16, 0.62, -1.01], [0.03, -1.14, 0.28], [0.72, -0.68, -0.73], [4.95, -1.67, -1.86], [4.25, -1.26, -0.54], [5.10, -2.42, 0.90], [4.65, 1.12, 0.26], [0.15, 1.96, 1.88], [1.11, 2.49, -0.05], [-0.97, -0.54, 2.00], [1.84, 0.87, -1.83], [-0.36, -2.17, 0.43], [4.60, -1.09, -2.52]], "relative_energy_ev": 3.272, "homo_lumo_gap_ev": [6.46, 8.44], "homo_ha": [-0.3313, -0.3257], "e_lumo_ev": [-2.55, -0.43]}

Record 5
{"formula": "C6H6ClN3O3", "method": "ωB97M-V with the def2-TZVPD basis set", "species": ["C", "C", "C", "C", "N", "C", "C", "Cl", "N", "O", "O", "N", "O", "H", "H", "H", "H", "H", "H"], "xyz": [[0.89, -0.89, -0.54], [-0.09, -0.10, 0.28], [0.09, 1.25, 0.60], [-0.83, 2.16, 1.03], [-2.19, 2.03, 0.84], [-2.65, 0.78, 0.79], [-3.77, 0.35, 0.04], [-4.24, -1.38, 0.28], [-4.41, 1.11, -0.82], [-5.29, 0.74, -1.53], [-2.04, -0.21, 1.59], [-1.18, -0.75, 0.69], [-1.47, -1.95, 0.24], [1.11, -0.38, -1.47], [0.62, -1.86, -0.70], [1.82, -1.03, 0.06], [1.05, 1.71, 0.56], [-0.37, 3.12, 1.07], [-2.55, -2.07, 0.30]], "relative_energy_ev": 0.000, "homo_lumo_gap_ev": 7.26, "smiles": "CC1=CC=N/C(=C(/Cl)N=O)ON1O", "homo_ha": -0.2999, "e_lumo_ev": -0.90}

Record 6
{"formula": "C6H6ClN3S", "method": "ωB97M-V with the def2-TZVPD basis set", "species": ["C", "S", "C", "C", "N", "N", "C", "C", "C", "Cl", "N", "H", "H", "H", "H", "H", "H"], "xyz": [[-1.78, -1.05, 1.73], [-1.37, -0.93, -0.01], [-0.49, 0.76, -0.11], [-1.42, 1.72, 0.38], [-2.29, 2.39, 0.74], [-0.33, 0.88, -1.55], [0.72, 0.35, -2.03], [1.83, -0.28, -1.26], [1.82, 0.17, 0.13], [3.26, 0.01, 1.07], [0.71, 0.54, 0.67], [-2.44, -1.84, 1.84], [-2.34, -0.28, 2.08], [-1.02, -1.02, 2.52], [0.71, 0.06, -3.11], [1.61, -1.27, -1.22], [2.81, -0.22, -1.87]], "relative_energy_ev": 0.957, "homo_lumo_gap_ev": 9.46, "smiles": "CS[C@]1(C#N)N=CCC(Cl)=N1", "homo_ha": -0.3422, "e_lumo_ev": 0.15}

Record 7
{"formula": "C6H6ClNO3", "method": "ωB97M-V with the def2-TZVPD basis set", "species": ["O", "N", "O", "C", "C", "C", "C", "C", "C", "O", "Cl", "H", "H", "H", "H", "H", "H"], "xyz": [[2.35, 2.14, -0.09], [2.13, 0.95, -0.24], [2.90, 0.07, -0.64], [0.81, 0.55, 0.19], [-0.02, 1.38, 0.80], [-1.40, 0.97, 0.87], [-1.93, -0.08, 0.30], [-1.14, -1.11, -0.39], [0.36, -0.80, -0.24], [0.77, -1.15, -1.54], [1.04, -1.91, 1.04], [0.15, 2.36, 1.19], [-1.87, 1.51, 1.63], [-3.01, -0.41, 0.37], [-1.56, -2.07, -0.05], [-1.30, -1.30, -1.51], [1.73, -1.12, -1.70]], "relative_energy_ev": 3.370, "homo_lumo_gap_ev": 8.41, "smiles": "O=[N+]([O-])C1=CC=CC[C@]1(O)Cl", "homo_ha": -0.3514, "e_lumo_ev": -1.15}

Record 8
{"formula": "C6H6ClNO4", "method": "ωB97M-V with the def2-TZVPD basis set", "species": ["O", "C", "C", "C", "C", "C", "O", "C", "Cl", "N", "O", "O", "H", "H", "H", "H", "H", "H"], "xyz": [[1.76, 0.62, 2.25], [0.78, 0.15, 1.85], [-0.39, -0.42, 1.62], [-0.91, -0.97, 0.34], [-1.34, 0.05, -0.70], [-0.09, 0.83, -1.23], [-0.25, 2.17, -0.89], [1.18, 0.25, -0.62], [2.71, 1.06, -0.82], [1.36, -1.05, -0.39], [2.43, -1.71, -0.26], [0.19, -1.78, -0.24], [-1.09, -0.65, 2.47], [-1.71, -1.72, 0.46], [-1.99, -0.47, -1.46], [-2.02, 0.73, -0.22], [-0.14, 0.72, -2.22], [-0.49, 2.21, 0.06]], "relative_energy_ev": 2.556, "homo_lumo_gap_ev": [9.22, 9.22], "smiles": "O=C=C[C@H]1C[C@@H](O)C(Cl)=[N+]([O-])O1", "homo_ha": [-0.3375, -0.3375], "e_lumo_ev": [0.04, 0.04]}

Record 9
{"formula": "C6H6CoO5", "method": "ωB97M-V with the def2-TZVPD basis set", "species": ["Co", "O", "C", "C", "O", "C", "O", "C", "O", "C", "C", "O", "H", "H", "H", "H", "H", "H"], "xyz": [[-0.06, -0.32, -1.38], [-0.04, 3.42, -3.22], [-0.05, 2.42, -2.69], [1.47, -1.09, -0.86], [2.47, -1.58, -0.53], [-1.63, -1.06, -0.90], [-2.63, -1.53, -0.56], [-0.07, -1.12, -2.88], [-0.07, -1.70, -3.88], [0.61, 0.37, 2.67], [-0.26, -0.13, 1.56], [-0.05, 0.78, 0.42], [1.66, 0.31, 2.38], [0.45, -0.26, 3.54], [0.35, 1.40, 2.92], [0.00, -1.18, 1.26], [-1.35, -0.11, 1.79], [-0.80, 1.39, 0.33]], "spin_multiplicity": 5, "relative_energy_ev": 0.715, "homo_lumo_gap_ev": [10.23, 4.31], "total_charge": 3, "homo_ha": [-0.9302, -0.8987], "e_lumo_ev": [-15.09, -20.15]}

Record 10
{"formula": "C6H6F2", "method": "ωB97M-V with the def2-TZVPD basis set", "species": ["C", "C", "C", "C", "C", "C", "F", "F", "H", "H", "H", "H", "H", "H"], "xyz": [[0.32, 2.44, -2.58], [0.53, 1.70, -1.29], [0.81, 1.05, -0.30], [1.21, 0.40, 0.88], [0.67, -0.79, 1.19], [-0.56, -1.21, 0.50], [-1.65, -0.56, 1.02], [-0.69, -2.55, 0.67], [-0.73, 2.35, -2.97], [0.97, 2.01, -3.34], [0.63, 3.44, -2.32], [1.94, 0.86, 1.49], [0.87, -1.30, 2.15], [-0.48, -0.96, -0.58]], "relative_energy_ev": 1.676, "homo_lumo_gap_ev": 9.83, "smiles": "CC#C/C=C\\C(F)F", "homo_ha": -0.3391, "e_lumo_ev": 0.60}

Record 11
{"formula": "C6H6F3N", "method": "ωB97M-V with the def2-TZVPD basis set", "species": ["H", "N", "C", "C", "C", "C", "C", "F", "C", "F", "F", "H", "H", "H", "H", "H"], "xyz": [[0.56, 2.18, -2.02], [0.40, 2.53, -1.04], [0.58, 1.92, 0.03], [1.11, 0.54, 0.19], [0.38, -0.54, -0.05], [0.92, -1.87, 0.32], [-1.01, -0.25, -0.48], [-1.23, 0.36, -1.67], [-2.04, -0.32, 0.37], [-1.92, -0.68, 1.62], [-3.31, -0.24, -0.02], [0.32, 2.46, 0.95], [2.07, 0.34, 0.65], [1.70, -2.05, -0.35], [0.13, -2.52, 0.18], [1.33, -1.87, 1.31]], "relative_energy_ev": 0.040, "homo_lumo_gap_ev": 9.93, "smiles": "[H]/N=C\\C=C(\\C)C(F)=C(F)F", "homo_ha": -0.3425, "e_lumo_ev": 0.61}

Record 12
{"formula": "C6H6FLiO6Zn", "method": "ωB97M-V with the def2-TZVPD basis set", "species": ["H", "O", "O", "O", "C", "C", "C", "H", "F", "H", "Zn", "H", "O", "O", "O", "C", "C", "C", "H", "H", "Li"], "xyz": [[-0.11, -0.71, 1.73], [-1.56, 0.90, 1.58], [0.10, 1.84, 0.52], [-1.91, 1.86, -0.42], [-0.36, 0.39, 2.24], [0.68, 1.39, 1.74], [-1.21, 1.56, 0.53], [-0.51, 0.46, 3.32], [0.84, 2.48, 2.55], [1.67, 0.97, 1.55], [-3.63, 1.74, -1.00], [0.91, -3.45, -0.99], [0.85, -1.95, -2.48], [0.50, -0.32, -1.09], [0.90, 0.23, -3.16], [0.30, -2.57, -1.23], [0.35, -1.49, -0.18], [0.81, -0.66, -2.33], [-0.71, -2.88, -1.51], [1.35, -1.50, 0.29], [0.74, 1.70, -1.64]], "spin_multiplicity": 2, "relative_energy_ev": 0.606, "homo_lumo_gap_ev": [6.51, 4.03], "total_charge": 1, "homo_ha": [-0.3795, -0.3794], "e_lumo_ev": [-3.82, -6.30]}

Record 13
{"formula": "C6H6IN2S2", "method": "ωB97M-V with the def2-TZVPD basis set", "species": ["C", "C", "C", "C", "C", "C", "N", "N", "S", "S", "I", "H", "H", "H", "H", "H", "H"], "xyz": [[-0.69, -1.74, -0.08], [-1.46, 0.47, -0.34], [0.61, 1.47, 0.03], [2.05, 1.64, 0.06], [-0.45, 2.59, 0.25], [-0.38, -3.21, 0.03], [0.27, -0.92, 0.18], [-0.15, 0.32, -0.03], [-2.17, -1.03, -0.65], [-1.92, 2.11, -0.67], [3.16, -0.04, -0.40], [2.57, 2.60, 0.05], [-0.55, 2.66, 1.33], [-0.12, 3.57, -0.12], [-1.03, -3.70, -0.66], [0.72, -3.25, -0.10], [-0.47, -3.53, 1.12]], "relative_energy_ev": 0.000, "homo_lumo_gap_ev": [7.33, 7.33], "total_charge": 1, "homo_ha": [-0.4479, -0.4480], "e_lumo_ev": [-4.86, -4.86]}

Record 14
{"formula": "C6H6INOS", "method": "ωB97M-V with the def2-TZVPD basis set", "species": ["C", "C", "C", "C", "C", "C", "N", "O", "S", "I", "H", "H", "H", "H", "H", "H"], "xyz": [[0.35, 0.52, 1.64], [-0.11, -0.74, 1.32], [0.23, 1.51, 0.76], [-0.47, -1.05, 0.05], [-0.07, 1.28, -0.60], [-0.50, 0.01, -0.81], [0.00, -1.59, -3.90], [-1.52, 0.35, -4.13], [-1.07, -0.75, -3.34], [-3.19, -2.06, -2.70], [0.69, 0.78, 2.62], [0.07, -1.51, 2.02], [0.49, 2.42, 1.07], [-0.63, -2.18, -0.24], [-0.11, 1.97, -1.39], [0.60, -2.02, -3.14]], "relative_energy_ev": 2.338, "homo_lumo_gap_ev": [6.88, 7.64], "homo_ha": [-0.3348, -0.3315], "e_lumo_ev": [-2.23, -1.38]}

Record 15
{"formula": "C6H6N", "method": "ωB97M-V with the def2-TZVPD basis set", "species": ["C", "C", "N", "C", "C", "C", "C", "H", "H", "H", "H", "H", "H"], "xyz": [[1.11, 2.40, -0.01], [0.42, 1.42, 0.02], [-0.14, 0.17, -0.06], [-1.40, -0.01, 0.10], [-2.65, -0.16, -0.02], [0.65, -0.99, 0.01], [1.95, -1.17, -0.04], [1.43, 3.38, -0.04], [-3.16, -0.04, -0.90], [-3.46, -0.30, 0.67], [0.11, -1.96, 0.11], [2.34, -2.26, 0.22], [2.80, -0.48, -0.05]], "relative_energy_ev": 3.451, "homo_lumo_gap_ev": 9.11, "total_charge": 1, "smiles": "C#C[N+](=C=C)C=C", "homo_ha": -0.5387, "e_lumo_ev": -5.54}

Record 16
{"formula": "C6H6N", "method": "ωB97M-V with the def2-TZVPD basis set", "species": ["C", "C", "C", "C", "C", "C", "N", "H", "H", "H", "H", "H", "H"], "xyz": [[0.30, 0.95, -0.10], [0.85, -1.44, -0.16], [-0.95, 0.80, -0.18], [-1.51, -1.15, 0.15], [1.39, -0.16, 0.18], [-2.25, 0.20, 0.02], [-0.43, -1.66, -0.11], [0.55, 1.96, -0.30], [1.40, -2.21, -0.68], [2.45, -0.13, -0.15], [1.38, 0.10, 1.24], [-2.81, 0.55, 0.95], [-2.79, 0.01, -0.82]], "relative_energy_ev": 3.802, "homo_lumo_gap_ev": [7.27, 7.29], "total_charge": 1, "homo_ha": [-0.4897, -0.4919], "e_lumo_ev": [-6.05, -6.09]}

Record 17
{"formula": "C6H6N", "method": "ωB97M-V with the def2-TZVPD basis set", "species": ["C", "C", "C", "C", "C", "C", "N", "H", "H", "H", "H", "H", "H"], "xyz": [[-1.02, -0.90, -0.81], [-0.72, -0.13, -1.78], [1.27, 1.81, 0.37], [-0.42, -1.11, 0.61], [0.66, -0.17, 0.74], [1.08, 0.68, -0.41], [0.36, 1.19, 1.02], [-1.99, -1.52, -0.95], [-0.80, 0.60, -2.63], [1.57, 2.86, 0.59], [-1.33, -0.79, 1.18], [-0.22, -2.23, 0.65], [1.55, -0.29, 1.42]], "relative_energy_ev": 5.551, "homo_lumo_gap_ev": [8.57, 8.57], "total_charge": 1, "homo_ha": [-0.5234, -0.5233], "e_lumo_ev": [-5.67, -5.67]}

Record 18
{"formula": "C6H6N", "method": "ωB97M-V with the def2-TZVPD basis set", "species": ["C", "C", "C", "C", "N", "C", "C", "H", "H", "H", "H", "H", "H"], "xyz": [[-0.05, 1.49, 0.11], [-1.21, 1.14, -0.16], [-1.72, -0.14, -0.42], [-1.27, -0.69, 0.82], [-0.53, -1.00, -0.20], [0.91, -0.69, -0.41], [1.28, 0.91, 0.18], [-2.49, -0.53, -1.08], [-1.52, -0.75, 1.80], [1.35, -0.81, -1.41], [1.45, -1.48, 0.19], [2.07, 1.41, -0.53], [1.72, 1.14, 1.12]], "relative_energy_ev": 4.781, "homo_lumo_gap_ev": 9.24, "total_charge": 1, "smiles": "C1#C[C@@H]2C=[N+]2CC1", "homo_ha": -0.5524, "e_lumo_ev": -5.79}

Record 19
{"formula": "C6H6N", "method": "ωB97M-V with the def2-TZVPD basis set", "species": ["C", "C", "C", "C", "C", "C", "N", "H", "H", "H", "H", "H", "H"], "xyz": [[0.69, 1.28, -0.93], [0.74, 0.95, 0.28], [-0.19, -1.55, 0.20], [-0.14, -0.95, -0.93], [0.17, 1.42, -2.17], [-0.55, -0.75, 1.43], [0.40, 0.46, 1.37], [-0.17, -2.73, 0.17], [0.61, 2.11, -2.89], [-0.65, 0.83, -2.45], [-1.69, -0.32, 1.36], [-0.41, -1.27, 2.46], [1.20, 0.49, 2.11]], "relative_energy_ev": 5.829, "homo_lumo_gap_ev": [8.17, 8.17], "total_charge": 1, "homo_ha": [-0.5253, -0.5253], "e_lumo_ev": [-6.13, -6.13]}

Record 20
{"formula": "C6H6N", "method": "ωB97M-V with the def2-TZVPD basis set", "species": ["C", "C", "C", "C", "C", "C", "N", "H", "H", "H", "H", "H", "H"], "xyz": [[-0.21, -1.71, 0.68], [0.65, -2.29, 1.39], [-0.41, 1.76, -0.94], [-0.79, -0.84, -0.17], [0.78, 1.98, -0.06], [-0.29, 0.43, -0.22], [0.77, 0.84, 0.52], [0.56, -2.74, 2.42], [1.62, -2.46, 1.05], [-1.19, 2.58, -0.80], [-0.10, 1.67, -1.92], [-1.61, -1.17, -0.69], [1.29, 2.81, 0.39]], "spin_multiplicity": 3, "relative_energy_ev": 1.143, "homo_lumo_gap_ev": [8.03, 6.15], "total_charge": 1, "homo_ha": [-0.4663, -0.5584], "e_lumo_ev": [-4.66, -9.05]}

| no. | E_tot (Ha) |
| --- | --- |
| 1 | -2873.65826 |
| 2 | -792.16279 |
| 3 | -1044.52609 |
| 4 | -1386.10628 |
| 5 | -1082.13644 |
| 6 | -1254.80022 |
| 7 | -972.74379 |
| 8 | -1047.95205 |
| 9 | -1989.59320 |
| 10 | -431.87032 |
| 11 | -586.47526 |
| 12 | -2570.08080 |
| 13 | -1435.49032 |
| 14 | -1057.93802 |
| 15 | -286.50845 |
| 16 | -286.49554 |
| 17 | -286.43128 |
| 18 | -286.45957 |
| 19 | -286.42103 |
| 20 | -286.44982 |